[1]
98
Properties=species:S:1:pos:R:3:forces:R:3 method="wB97M-V/def2-TZVPD" spin_multiplicity=6 de_lowest_kcal_mol=24.25 orbital_gap_ha="0.165 / 0.184" total_charge=-1
Ru 0.7081 -0.4807 -0.1655 -1.3 -0.2 3.1
Cl 1.2719 4.5723 5.1525 0.0 0.0 0.1
C 0.8390 3.4908 3.8484 0.0 0.0 0.0
C -0.4402 3.5655 3.2994 0.0 0.1 0.0
C -0.7554 2.7576 2.2269 0.1 0.1 -0.1
C 0.1688 1.8495 1.6680 0.4 0.1 0.1
O -0.1800 1.1658 0.6258 -0.3 0.0 -0.3
C 1.4588 1.7301 2.2959 -0.3 0.0 -0.1
C 2.4386 0.7759 1.9272 0.2 0.2 0.1
N 2.3697 -0.1206 0.9305 0.5 -0.5 0.0
C 3.3657 -1.0621 0.7704 0.0 0.2 0.1
C 4.6424 -1.0377 1.3556 -0.1 0.1 0.1
C 5.5505 -2.0593 1.1041 -0.1 -0.2 -0.1
C 5.2395 -3.1186 0.2752 0.3 0.0 0.1
C 3.9735 -3.1836 -0.3429 -0.2 0.0 0.0
C 3.5917 -4.1995 -1.2390 -0.2 0.1 0.0
C 2.3344 -4.1663 -1.8021 0.2 -0.1 0.0
C 1.4615 -3.1406 -1.4740 -0.2 0.2 0.2
N 1.7768 -2.1658 -0.6159 0.5 -0.5 -0.5
C 3.0290 -2.1620 -0.0690 0.0 -0.2 0.0
C 1.7603 2.5913 3.3771 0.0 0.0 -0.1
H -1.1687 4.2566 3.7019 0.0 0.0 0.0
H -1.7314 2.8218 1.7613 0.0 0.0 0.0
H 3.3130 0.7423 2.5691 0.0 0.0 0.0
H 4.9446 -0.2111 1.9822 0.0 0.0 0.0
H 6.5240 -2.0196 1.5779 0.0 0.0 0.0
H 5.9601 -3.9013 0.0734 0.0 0.0 0.0
H 4.2983 -4.9805 -1.4900 0.0 0.0 0.0
H 2.0114 -4.9191 -2.5079 0.0 0.0 0.0
H 0.4744 -3.0888 -1.9094 0.0 0.1 0.1
H 2.7438 2.5398 3.8286 0.0 0.0 0.0
Te 0.2149 -0.1638 -2.5935 -1.3 0.2 -2.4
Te -0.2979 0.1415 -5.2214 0.0 0.0 0.1
Te 3.7779 0.8769 -4.7631 -0.1 -0.2 0.5
Te 2.8400 0.0511 -2.4050 1.9 0.4 -1.2
C 5.2824 2.6213 -0.5246 0.0 0.2 0.1
C 4.6788 3.9613 -0.9494 0.1 -0.2 0.0
C 3.4396 3.7808 -1.8211 0.0 0.1 0.4
S 2.0652 3.1044 -0.8081 0.2 0.6 -0.4
O 1.0343 2.6476 -1.7819 -0.2 0.2 -0.1
C 1.5032 4.7586 -0.2019 0.1 -0.3 0.0
C 0.3702 5.2844 -1.0603 -0.1 0.1 0.0
C -0.2955 6.5101 -0.4391 0.1 -0.1 -0.1
H 6.1306 2.7781 0.1446 0.0 0.0 0.0
H 5.6272 2.0592 -1.3941 0.0 0.0 0.0
H 4.5431 2.0204 0.0062 0.0 -0.1 0.0
H 5.4300 4.5309 -1.5029 -0.1 0.1 0.0
H 4.4306 4.5425 -0.0545 0.0 0.1 -0.1
H 3.6300 3.0660 -2.6196 -0.1 -0.1 0.0
H 3.0873 4.7157 -2.2597 0.0 0.0 -0.1
H 2.3788 5.4103 -0.1988 0.0 0.0 0.0
H 1.1796 4.6184 0.8267 -0.1 -0.1 0.2
H -0.3660 4.4888 -1.1816 0.0 0.0 0.0
H 0.7335 5.5209 -2.0634 0.0 0.0 0.0
H -0.6470 6.2857 0.5697 0.0 0.0 0.0
H -1.1531 6.8210 -1.0371 0.0 0.0 0.0
H 0.4026 7.3482 -0.3802 0.0 0.0 0.1
C -2.8585 -2.9261 -2.6263 0.1 -0.1 0.0
C -3.5208 -1.8611 -1.7421 0.2 0.0 0.2
C -3.3617 -0.4951 -2.4473 0.1 0.0 0.1
C -5.0138 -2.1828 -1.6335 0.1 0.0 0.1
P -2.5007 -1.8128 -0.1103 -0.6 -0.2 0.3
N -1.0521 -1.3864 -0.3930 0.2 -0.1 -0.1
C -2.4909 -3.5709 0.6569 0.1 0.1 -0.1
C -3.7846 -4.3784 0.5352 0.0 0.1 0.0
C -2.1136 -3.4631 2.1395 0.0 0.1 0.0
C -1.3457 -4.3474 0.0000 0.1 0.0 0.0
C -3.4645 -0.6963 1.1193 0.1 -0.1 -0.1
C -3.7878 0.6148 0.3925 0.1 0.0 -0.1
C -4.7676 -1.2632 1.6884 0.0 0.0 -0.1
C -2.5093 -0.3277 2.2632 0.2 0.0 0.0
H -3.1707 -2.8029 -3.6662 -0.1 0.0 0.0
H -3.1259 -3.9376 -2.3159 0.0 0.0 0.0
H -1.7732 -2.8210 -2.5966 0.0 0.0 -0.1
H -3.0968 -0.6235 -3.4968 0.1 0.0 0.0
H -2.5812 0.1040 -1.9813 0.0 0.1 -0.1
H -4.2842 0.0859 -2.4185 0.0 0.0 0.1
H -5.4163 -2.2478 -2.6490 0.0 0.0 0.0
H -5.5646 -1.4016 -1.1099 0.0 0.0 -0.1
H -5.2029 -3.1325 -1.1380 -0.1 0.0 0.0
H -4.6571 -3.8148 0.8647 0.0 -0.1 0.0
H -3.6999 -5.2649 1.1715 0.0 0.0 0.0
H -3.9494 -4.7241 -0.4852 0.0 0.0 0.0
H -2.9302 -3.0916 2.7552 0.1 0.0 0.0
H -1.2431 -2.8191 2.2735 0.0 0.0 0.0
H -1.8515 -4.4594 2.5080 0.0 0.0 0.0
H -1.5028 -4.5180 -1.0627 0.0 0.0 0.0
H -1.2376 -5.3216 0.4881 -0.1 0.0 0.0
H -0.4130 -3.8016 0.1303 0.0 0.0 0.0
H -4.5233 0.4795 -0.3984 0.0 0.0 0.0
H -2.8809 1.0557 -0.0269 0.0 0.0 0.0
H -4.2020 1.3257 1.1139 0.0 0.0 0.0
H -5.4637 -1.5589 0.9040 0.0 0.0 0.1
H -5.2493 -0.4796 2.2820 0.0 0.0 0.0
H -4.6054 -2.1160 2.3458 0.0 0.0 0.0
H -1.5020 -0.1764 1.8752 -0.1 0.0 0.1
H -2.4697 -1.0784 3.0502 -0.1 0.0 0.0
H -2.8262 0.6144 2.7189 -0.1 0.0 0.0



[2]
98
Properties=species:S:1:pos:R:3:forces:R:3 method="wB97M-V/def2-TZVPD" spin_multiplicity=5 orbital_gap_ha="0.256 / 0.199" total_charge=+1
Ru -0.8670 0.2229 -0.3580 0.8 0.7 0.5
O -1.2409 -3.7146 -4.0351 -0.1 -0.4 0.1
C -1.1155 -2.6379 -4.8030 0.0 0.3 -0.1
C -1.1961 -2.8232 -6.1869 0.0 0.0 0.1
C -1.0925 -1.7574 -7.0475 0.0 0.0 0.2
C -0.8859 -0.4685 -6.5557 0.0 0.2 0.1
C -0.8044 -0.2658 -5.1984 -0.1 0.0 0.0
C -0.9285 -1.3307 -4.2940 0.0 -0.1 0.1
C -0.8786 -1.0827 -2.8567 0.0 -2.1 0.1
O -0.8411 0.1155 -2.3921 0.1 1.4 1.5
N -0.8741 -2.1291 -2.0460 -0.1 -0.4 -1.7
N -0.7581 -1.8250 -0.7498 0.0 0.3 1.3
C -0.5198 -2.7691 0.1021 -0.1 0.0 -0.5
C -0.3281 -2.5805 1.5051 -0.3 0.9 0.8
C 0.0520 -3.6882 2.2806 0.0 0.1 0.0
C 0.2480 -3.5918 3.6398 -0.1 0.1 0.0
C 0.0268 -2.3722 4.2832 0.0 -0.2 -0.2
C -0.3377 -1.2631 3.5598 -0.2 0.4 -0.7
C -0.5074 -1.3108 2.1536 0.6 -2.4 1.2
O -0.8168 -0.2199 1.5328 -0.4 1.5 -1.6
H -1.1600 -3.4462 -3.0903 0.1 0.0 -0.2
H -1.3461 -3.8294 -6.5425 0.0 -0.1 -0.1
H -1.1675 -1.9171 -8.1109 0.0 -0.1 -0.1
H -0.7986 0.3637 -7.2372 0.0 0.1 0.0
H -0.6509 0.7243 -4.8010 0.0 0.2 0.0
H -0.4275 -3.7865 -0.2776 0.0 0.1 -0.1
H 0.2039 -4.6306 1.7784 0.0 -0.2 -0.1
H 0.5575 -4.4503 4.2125 0.0 -0.1 0.0
H 0.1442 -2.2988 5.3537 0.0 0.0 0.1
H -0.4918 -0.3124 4.0489 0.0 0.1 0.0
C 1.4665 2.5624 1.6834 0.2 0.0 0.2
O 0.3383 2.2886 0.8886 -0.1 -0.1 -0.4
Si -1.1514 2.9813 1.1565 -0.4 0.7 0.4
C -1.0454 4.8601 0.8792 0.0 -0.9 -0.1
C -1.6570 2.7721 2.9889 0.3 -0.1 -0.9
C -2.1187 1.9629 -0.1346 0.3 -0.9 0.1
Si -2.1707 2.7298 -1.9185 -0.3 0.8 -0.7
C -0.3639 3.0778 -2.4637 -0.7 -0.2 0.3
C -3.1259 4.3933 -1.8691 0.5 -0.6 0.2
C -3.1298 1.8006 -3.2954 0.3 0.0 0.9
Si -3.7714 1.2508 0.5355 -1.0 -0.1 0.2
C -3.7747 0.3031 2.2044 0.4 0.3 -0.7
C -4.4434 0.0329 -0.7743 0.3 0.5 0.5
C -4.9743 2.7033 0.8781 0.5 -0.6 -0.3
H 1.7534 3.6118 1.5822 0.1 0.0 0.0
H 2.2888 1.9281 1.3485 0.0 0.1 0.0
H 1.2535 2.3550 2.7352 0.1 0.0 0.0
H -0.4642 5.3168 1.6749 0.1 0.0 0.2
H -2.0277 5.3165 0.8955 -0.3 0.1 0.0
H -0.5694 5.1168 -0.0605 0.1 0.0 -0.3
H -1.0822 3.4594 3.6038 0.2 0.2 0.0
H -1.4724 1.7671 3.3510 0.0 -0.2 0.0
H -2.7030 2.9964 3.1599 -0.3 0.1 0.0
H 0.3096 3.0122 -1.6133 0.2 0.1 0.1
H -0.2760 4.0707 -2.8901 0.0 0.3 0.0
H -0.0315 2.3688 -3.2150 0.0 -0.1 -0.1
H -2.5771 5.2100 -1.4203 0.2 0.2 0.2
H -4.0746 4.3021 -1.3558 -0.3 -0.1 0.2
H -3.3437 4.6761 -2.8934 0.0 0.0 -0.3
H -3.0407 0.7224 -3.2550 0.0 -0.2 0.0
H -2.7695 2.1074 -4.2711 0.2 0.2 -0.2
H -4.1842 2.0548 -3.2535 -0.2 0.1 0.1
H -2.9320 -0.3647 2.3331 0.0 -0.1 0.1
H -4.6775 -0.2981 2.2625 -0.2 0.0 -0.2
H -3.7910 0.9888 3.0431 0.0 0.1 0.1
H -3.6449 -0.5823 -1.1922 0.0 -0.1 -0.1
H -4.9267 0.5503 -1.5932 0.0 0.1 -0.2
H -5.1816 -0.6286 -0.3342 -0.1 -0.2 0.2
H -4.4535 3.6131 1.1545 0.1 0.2 0.0
H -5.6297 2.4380 1.7002 -0.1 -0.1 0.2
H -5.6049 2.9198 0.0254 -0.1 0.1 -0.3
C 3.8038 -1.2331 4.0418 0.2 0.1 -0.2
C 4.6994 -0.9427 2.8345 -0.2 0.2 0.3
N 4.9303 -2.1098 2.0115 0.2 0.0 0.0
C 5.8562 -3.1305 2.4883 0.0 -0.4 0.0
C 5.1644 -4.3823 3.0147 0.1 0.1 -0.1
C 4.3886 -2.3056 0.7980 -0.1 0.3 0.0
O 4.5210 -3.3295 0.1547 0.1 -0.2 -0.2
C 3.6594 -1.1631 0.1344 -0.2 0.1 -0.3
C 4.3200 -0.4568 -0.8691 -0.3 0.0 0.2
C 3.5994 0.4459 -1.6292 -0.1 -0.1 0.1
C 2.2411 0.5866 -1.3914 0.2 0.2 -0.3
N 1.6062 -0.0854 -0.4387 -0.6 0.2 -0.1
C 2.3021 -0.9314 0.3131 0.4 -0.3 0.3
H 3.6500 -0.3166 4.6073 0.0 0.1 0.1
H 4.2626 -1.9627 4.7046 0.0 -0.1 0.1
H 2.8365 -1.6156 3.7213 -0.1 0.0 0.0
H 5.6678 -0.5714 3.1879 -0.1 0.1 -0.1
H 4.2347 -0.1668 2.2188 0.2 -0.1 0.1
H 6.4847 -2.6814 3.2579 0.0 0.1 0.0
H 6.4901 -3.4142 1.6420 0.0 0.1 0.2
H 4.4513 -4.1434 3.8000 -0.1 0.0 0.1
H 5.9082 -5.0653 3.4168 0.0 -0.1 0.1
H 4.6469 -4.8788 2.1995 -0.1 -0.1 0.0
H 5.3715 -0.6237 -1.0460 0.1 0.0 -0.1
H 4.0700 1.0139 -2.4152 0.0 0.1 -0.1
H 1.6419 1.2532 -1.9952 0.0 0.0 0.0
H 1.7693 -1.4622 1.0889 0.0 0.0 0.0